C30H66F2N5O14PS | ωB97M-V/def2-TZVPD

CARTESIAN COORDINATES (ANGSTROEM)
C1 0.180 1.219 0.840
C2 1.152 0.271 1.760
O1 2.488 0.000 1.138
C3 0.484 -1.222 2.108
O2 -0.629 -1.424 1.168
C4 -1.019 -2.838 1.052
P1 0.309 -3.762 -0.009
C5 1.484 -2.515 -0.890
C6 1.462 -4.835 1.070
O3 -0.765 -3.440 2.403
S1 -1.697 -4.865 2.613
O4 -2.430 -4.756 3.981
O5 -0.987 -6.240 2.640
O6 -2.840 -4.536 1.374
C7 -2.603 -3.191 0.822
C8 -3.466 -2.223 1.878
C9 -5.079 -2.640 1.922
C10 -6.049 -1.333 2.299
N1 -6.989 -1.140 1.106
N2 -3.239 -3.023 -0.538
C11 -3.103 -1.623 -1.091
O7 -4.260 -0.926 -1.261
F1 -1.854 -0.953 -1.518
C12 -2.829 -4.094 -1.523
O8 -3.262 -5.375 -1.517
F2 -1.888 -3.698 -2.637
H1 -0.062 0.785 -0.219
H2 -0.795 1.521 1.453
H3 0.778 2.233 0.661
H4 1.404 0.819 2.788
H5 2.642 0.730 0.441
H6 1.366 -1.985 2.008
H7 0.152 -1.145 3.243
H8 1.625 -2.856 -2.007
H9 2.542 -2.614 -0.364
H10 1.111 -1.393 -0.783
H11 1.082 -5.940 0.992
H12 1.630 -4.447 2.164
H13 2.536 -4.797 0.550
H14 -3.086 -2.354 2.999
H15 -3.324 -1.068 1.638
H16 -5.194 -3.382 2.850
H17 -5.430 -3.200 0.947
H18 -5.399 -0.365 2.525
H19 -6.741 -1.576 3.230
H20 -7.951 -1.491 1.316
H21 -7.011 -0.112 0.872
C13 6.697 5.685 -1.265
O9 5.409 6.269 -1.418
C14 4.929 6.227 -2.768
C15 3.745 5.255 -2.890
N3 4.183 3.862 -2.747
C16 3.075 2.910 -2.601
C17 2.192 3.044 -1.344
O10 2.869 2.733 -0.124
C18 3.591 3.819 0.439
H22 7.049 5.899 -0.252
H23 6.649 4.602 -1.387
H24 7.411 6.112 -1.977
H25 5.725 5.985 -3.485
H26 4.573 7.236 -3.002
H27 3.271 5.386 -3.868
H28 3.019 5.520 -2.116
H29 4.780 3.783 -1.929
H30 3.525 1.910 -2.591
H31 2.441 2.960 -3.495
H32 1.391 2.302 -1.433
H33 1.690 4.016 -1.279
H34 3.128 4.786 0.230
H35 4.623 3.802 0.086
H36 3.620 3.681 1.526
C19 3.806 -0.856 8.363
O11 4.227 0.095 7.393
C20 5.649 0.127 7.217
C21 6.034 -0.426 5.835
N4 5.818 -1.874 5.763
C22 5.925 -2.417 4.403
C23 4.887 -1.939 3.369
O12 3.553 -2.376 3.641
C24 2.834 -1.543 4.540
H37 2.739 -0.706 8.546
H38 3.948 -1.874 7.996
H39 4.342 -0.719 9.308
H40 6.179 -0.394 8.023
H41 5.941 1.182 7.260
H42 7.090 -0.209 5.643
H43 5.432 0.100 5.089
H44 4.891 -2.091 6.119
H45 5.830 -3.506 4.496
H46 6.933 -2.222 4.020
H47 5.155 -2.394 2.409
H48 4.919 -0.856 3.204
H49 3.127 -0.493 4.466
H50 2.957 -1.906 5.562
H51 1.768 -1.620 4.296
C25 -4.674 2.783 -4.101
O13 -4.051 1.752 -4.858
C26 -4.349 0.438 -4.368
C27 -5.243 -0.319 -5.363
N5 -6.599 0.239 -5.391
C28 -7.422 -0.271 -6.495
C29 -6.965 0.065 -7.928
O14 -7.053 1.454 -8.255
C30 -5.921 2.221 -7.864
H52 -4.272 3.742 -4.440
H53 -5.752 2.788 -4.266
H54 -4.457 2.674 -3.033
H55 -4.790 0.458 -3.364
H56 -3.391 -0.089 -4.295
H57 -5.293 -1.374 -5.073
H58 -4.771 -0.254 -6.348
H59 -6.542 1.250 -5.478
H60 -8.424 0.151 -6.354
H61 -7.522 -1.358 -6.393
H62 -7.654 -0.442 -8.613
H63 -5.970 -0.331 -8.161
H64 -4.993 1.646 -7.894
H65 -6.082 2.641 -6.870
H66 -5.827 3.064 -8.558

For the relative energy (zero: lowest compared OMol25 entry of this formula, charge and spin), the calculation gives 855.0 kJ/mol. Its SMILES is C[C@H](O)CO[C@@]1(P(C)C)OS(=O)(=O)O[C@]1(CCCN)N(C(=O)F)C(=O)F.COCCNCCOC.COCCNCCOC.COCCNCCOC.


C30H68AgCuN6O10 | ωB97M-V/def2-TZVPD

CARTESIAN COORDINATES (ANGSTROEM)
Cu1 -3.540 -1.200 -0.852
Ag1 3.166 0.907 3.455
C1 -0.696 -1.127 2.433
C2 0.108 -0.076 2.732
C3 0.374 1.065 1.742
O1 1.440 1.810 1.781
C4 -0.338 1.246 0.598
C5 -1.374 0.224 0.266
C6 -1.633 -1.021 1.338
O2 -2.584 -1.780 1.060
O3 -1.956 0.158 -0.806
O4 0.876 -0.170 3.799
H1 -0.802 -2.004 3.054
H2 0.003 1.925 -0.169
C7 0.516 -2.730 -2.227
C8 -0.715 -2.045 -2.668
C9 -1.034 -2.073 -4.195
O5 -1.989 -1.125 -4.567
C10 -2.453 -1.438 -5.909
N1 -1.881 -2.479 -1.861
H3 0.716 -3.681 -2.720
H4 0.551 -2.920 -1.154
H5 1.336 -2.034 -2.403
H6 -0.619 -0.975 -2.486
H7 -1.611 -2.992 -4.306
H8 -0.111 -2.031 -4.773
H9 -2.796 -2.460 -6.070
H10 -1.689 -1.330 -6.679
H11 -3.173 -0.671 -6.196
H12 -1.448 -3.118 -1.209
H13 -2.395 -3.090 -2.481
C11 3.156 4.735 1.127
C12 2.780 5.988 1.928
C13 1.293 6.265 1.815
O6 0.921 7.594 2.370
C14 1.240 8.723 1.502
N2 3.034 5.791 3.399
H14 3.612 4.025 1.817
H15 3.880 4.985 0.351
H16 2.341 4.256 0.583
H17 3.363 6.850 1.604
H18 0.729 5.618 2.487
H19 0.781 6.014 0.886
H20 0.618 8.701 0.607
H21 2.293 8.833 1.243
H22 1.049 9.670 2.007
H23 3.068 6.687 3.864
H24 2.181 5.451 3.818
C15 0.482 1.562 -5.062
C16 0.833 1.063 -3.603
C17 2.089 1.740 -2.926
O7 3.282 1.589 -3.641
C18 4.278 2.492 -3.091
N3 -0.359 1.424 -2.901
H25 0.109 2.584 -5.122
H26 -0.364 1.109 -5.578
H27 1.338 1.416 -5.721
H28 0.948 -0.009 -3.764
H29 2.076 1.359 -1.905
H30 1.827 2.796 -2.871
H31 4.308 2.437 -2.003
H32 4.094 3.511 -3.431
H33 5.316 2.340 -3.386
H34 -0.389 1.021 -1.975
H35 -1.204 1.006 -3.264
C19 3.777 -2.909 3.764
C20 4.806 -1.912 3.152
C21 4.555 -1.547 1.675
O8 3.189 -1.154 1.569
C22 2.683 -1.163 0.234
N4 4.713 -0.736 4.026
H36 3.345 -2.621 4.722
H37 4.101 -3.910 4.051
H38 2.959 -2.969 3.047
H39 5.830 -2.242 3.322
H40 4.621 -2.480 1.115
H41 5.252 -0.796 1.304
H42 3.359 -0.634 -0.437
H43 1.721 -0.683 0.054
H44 2.558 -2.232 0.057
H45 5.620 -0.298 3.957
H46 4.765 -0.944 5.012
C23 -6.295 1.812 -0.607
C24 -5.107 1.267 0.129
C25 -4.969 2.012 1.507
O9 -3.646 1.667 1.992
C26 -3.194 2.597 2.936
N5 -5.131 -0.155 0.447
H47 -6.274 1.363 -1.600
H48 -6.182 2.893 -0.678
H49 -7.234 1.468 -0.172
H50 -4.218 1.473 -0.468
H51 -5.657 1.632 2.262
H52 -5.028 3.094 1.392
H53 -2.201 2.296 3.270
H54 -3.812 2.605 3.833
H55 -3.016 3.589 2.521
H56 -6.042 -0.586 0.499
H57 -4.946 0.005 1.427
C27 -3.374 -5.976 0.303
C28 -1.985 -6.150 -0.240
C29 -0.908 -6.277 0.880
O10 -0.747 -5.032 1.677
C30 0.430 -5.086 2.519
N6 -2.044 -7.374 -1.135
H58 -3.369 -5.217 1.085
H59 -3.753 -6.942 0.636
H60 -4.014 -5.578 -0.485
H61 -1.724 -5.332 -0.912
H62 0.055 -6.525 0.434
H63 -1.060 -7.128 1.543
H64 1.408 -5.191 2.049
H65 0.105 -5.861 3.213
H66 0.566 -4.109 2.983
H67 -2.581 -7.057 -1.930
H68 -1.159 -7.355 -1.622

The spin multiplicity is 3. The total charge is +2. For the relative energy (zero: lowest compared OMol25 entry of this formula, charge and spin), the calculation gives 452.2 kJ/mol.


C30H69BN5 | ωB97M-V/def2-TZVPD

CARTESIAN COORDINATES (ANGSTROEM)
B1 -0.300 0.799 -2.039
H1 -0.306 -0.278 -1.965
H2 0.649 1.209 -1.729
H3 -0.668 1.140 -2.994
H4 -1.081 1.091 -1.355
C1 -7.056 -4.590 -2.405
C2 -7.144 -4.314 -3.909
N1 -5.989 -3.622 -4.435
C3 -5.880 -2.259 -4.587
C4 -4.515 -1.901 -4.914
N2 -3.919 -3.071 -5.152
C5 -4.793 -4.144 -4.818
C6 -2.568 -3.251 -5.523
H5 -6.335 -5.403 -2.315
H6 -7.985 -4.934 -1.950
H7 -6.634 -3.708 -1.924
H8 -8.062 -3.800 -4.195
H9 -7.340 -5.202 -4.510
H10 -6.737 -1.646 -4.347
H11 -4.011 -0.950 -5.005
H12 -4.577 -5.186 -5.004
H13 -2.000 -3.606 -4.663
H14 -2.104 -2.326 -5.865
H15 -2.654 -3.989 -6.321
C7 9.704 -3.147 -2.897
C8 8.274 -2.986 -2.991
C9 7.762 -2.454 -1.670
N3 6.350 -1.814 -1.673
C10 6.498 -0.417 -2.311
C11 5.203 -2.698 -2.242
C12 4.525 -3.350 -1.010
C13 5.253 -2.892 0.212
C14 5.871 -1.639 -0.258
H16 9.964 -3.496 -3.896
H17 10.014 -3.844 -2.118
H18 10.166 -2.213 -2.575
H19 7.853 -3.965 -3.217
H20 8.076 -2.227 -3.748
H21 8.432 -1.760 -1.162
H22 7.659 -3.236 -0.918
H23 7.010 -0.458 -3.273
H24 7.151 0.173 -1.669
H25 5.498 0.014 -2.355
H26 4.485 -1.974 -2.626
H27 5.664 -3.457 -2.873
H28 3.452 -3.167 -1.058
H29 4.602 -4.421 -1.200
H30 4.680 -2.762 1.130
H31 5.903 -3.689 0.572
H32 5.139 -0.831 -0.286
H33 6.786 -1.451 0.303
C15 -3.968 1.590 5.950
C16 -4.545 0.182 5.582
C17 -3.764 -0.496 4.369
N4 -4.031 -2.051 4.237
C18 -5.539 -2.256 4.106
C19 -3.365 -2.839 5.390
C20 -2.975 -4.137 4.689
C21 -3.138 -3.993 3.173
C22 -3.308 -2.506 2.970
H34 -2.884 1.696 6.002
H35 -4.234 1.941 6.947
H36 -4.356 2.327 5.248
H37 -5.618 0.172 5.393
H38 -4.378 -0.374 6.504
H39 -2.694 -0.328 4.487
H40 -4.112 -0.003 3.460
H41 -5.747 -3.238 3.680
H42 -5.912 -1.468 3.451
H43 -5.973 -2.120 5.096
H44 -4.195 -2.835 6.097
H45 -2.476 -2.313 5.738
H46 -3.659 -4.904 5.051
H47 -1.926 -4.366 4.877
H48 -3.876 -4.615 2.666
H49 -2.178 -4.216 2.708
H50 -3.852 -2.412 2.030
H51 -2.391 -1.919 2.924
C23 4.257 5.698 1.546
C24 2.965 6.551 1.462
C25 2.084 6.126 0.249
N5 0.644 6.632 0.344
C26 0.620 8.158 0.711
C27 -0.239 5.726 1.271
C28 -1.609 6.178 0.751
C29 -1.491 6.379 -0.730
C30 -0.011 6.451 -1.069
H52 4.989 6.433 1.883
H53 4.463 5.219 0.589
H54 4.206 4.882 2.266
H55 3.215 7.601 1.316
H56 2.495 6.421 2.437
H57 1.981 5.057 0.064
H58 2.385 6.693 -0.631
H59 -0.347 8.562 0.411
H60 1.464 8.500 0.112
H61 0.869 8.176 1.772
H62 -0.056 5.797 2.343
H63 -0.141 4.674 1.003
H64 -2.149 6.893 1.371
H65 -2.170 5.260 0.928
H66 -2.037 7.253 -1.086
H67 -1.982 5.573 -1.275
H68 0.323 7.204 -1.782
H69 0.404 5.483 -1.349

The total charge is +3. For the relative energy (zero: lowest compared OMol25 entry of this formula, charge and spin), the calculation gives 507.4 kJ/mol.


C30H69Br9N6O17P2 | ωB97M-V/def2-TZVPD

CARTESIAN COORDINATES (ANGSTROEM)
C1 9.392 4.736 4.475
Br1 7.396 4.362 4.716
Br2 10.124 5.870 5.954
Br3 9.771 5.531 2.615
H1 9.962 3.811 4.561
C2 2.933 10.245 -1.973
Br4 2.296 8.903 -3.328
Br5 4.538 11.417 -2.426
Br6 3.398 9.343 -0.309
H2 2.013 10.810 -1.825
C3 -4.200 5.494 7.952
Br7 -4.066 5.405 9.950
Br8 -4.497 7.427 7.386
Br9 -5.312 3.947 7.109
H3 -3.156 5.381 7.661
O1 0.974 -0.622 -0.376
P1 0.803 0.841 -0.630
N1 -0.252 1.220 -1.943
C4 -1.684 1.375 -1.712
C5 -0.006 0.735 -3.291
N2 2.363 1.554 -1.032
C6 3.594 1.035 -0.374
C7 2.476 2.673 -1.879
N3 0.317 1.855 0.748
C8 0.396 3.266 0.644
C9 0.030 1.326 2.048
H4 -1.771 2.033 -0.847
H5 -2.057 0.390 -1.432
H6 -2.140 1.700 -2.647
H7 -0.183 1.637 -3.877
H8 -0.681 -0.086 -3.533
H9 1.036 0.436 -3.405
H10 3.413 1.079 0.700
H11 3.807 -0.015 -0.575
H12 4.414 1.732 -0.547
H13 1.917 3.502 -1.445
H14 3.497 2.989 -2.091
H15 2.073 2.515 -2.879
H16 1.380 3.461 1.071
H17 0.302 3.595 -0.391
H18 -0.322 3.805 1.261
H19 0.600 0.397 2.045
H20 -1.024 1.047 2.043
H21 0.262 2.006 2.868
O2 -4.968 -6.040 8.348
P2 -5.278 -6.221 6.885
N4 -4.181 -5.386 5.878
C10 -4.462 -4.870 4.486
C11 -2.834 -5.030 6.480
N5 -6.833 -5.530 6.265
C12 -8.070 -6.351 6.074
C13 -7.002 -4.140 6.398
N6 -5.443 -7.830 6.196
C14 -5.664 -8.160 4.795
C15 -5.120 -9.023 7.071
H22 -3.582 -5.032 3.863
H23 -4.735 -3.819 4.578
H24 -5.265 -5.471 4.060
H25 -2.296 -4.333 5.838
H26 -2.203 -5.918 6.435
H27 -2.977 -4.598 7.471
H28 -8.136 -7.146 6.817
H29 -8.900 -5.648 6.000
H30 -8.140 -6.787 5.078
H31 -6.218 -3.457 6.724
H32 -7.206 -3.784 5.388
H33 -7.874 -3.941 7.022
H34 -6.430 -8.925 4.669
H35 -6.107 -7.299 4.294
H36 -4.744 -8.528 4.342
H37 -5.604 -9.912 6.666
H38 -5.411 -8.935 8.118
H39 -4.036 -9.132 7.094
C16 6.913 4.021 -8.995
O3 7.290 2.797 -8.303
C17 6.472 1.722 -8.294
O4 5.535 1.496 -9.024
O5 6.961 0.778 -7.462
C18 6.421 -0.541 -7.496
H40 7.807 4.639 -8.910
H41 6.051 4.550 -8.590
H42 6.728 3.917 -10.064
H43 5.684 -0.629 -6.698
H44 7.154 -1.189 -7.014
H45 5.886 -0.768 -8.418
C19 -9.596 0.382 -8.379
O6 -10.213 -0.283 -9.460
C20 -11.151 0.275 -10.153
O7 -11.657 1.423 -9.985
O8 -11.586 -0.633 -11.055
C21 -12.872 -0.385 -11.806
H46 -10.284 0.644 -7.575
H47 -9.137 1.279 -8.795
H48 -8.716 -0.144 -8.010
H49 -12.727 -0.674 -12.847
H50 -13.088 0.660 -12.029
H51 -13.783 -0.914 -11.527
C22 -9.213 9.092 3.422
O9 -8.097 8.796 2.539
C23 -8.217 8.091 1.392
O10 -9.314 7.741 0.895
O11 -7.060 8.157 0.775
C24 -6.961 8.060 -0.624
H52 -9.908 9.665 2.807
H53 -8.921 9.739 4.248
H54 -9.599 8.118 3.721
H55 -6.354 8.945 -0.815
H56 -7.816 8.092 -1.301
H57 -6.346 7.212 -0.924
C25 5.780 -5.250 3.099
O12 7.002 -5.860 3.560
C26 8.170 -5.134 3.624
O13 8.276 -3.856 3.620
O14 9.092 -6.040 3.686
C27 10.484 -5.828 3.466
H58 4.893 -5.881 3.149
H59 6.062 -4.960 2.087
H60 5.566 -4.329 3.641
H61 11.020 -6.776 3.519
H62 10.810 -5.296 4.360
H63 10.860 -5.330 2.572
C28 13.495 -4.015 -4.768
O15 13.272 -3.479 -3.475
C29 12.669 -2.291 -3.396
O16 12.338 -1.602 -4.301
O17 12.466 -2.018 -2.096
C30 11.690 -0.853 -1.709
H64 13.262 -3.419 -5.650
H65 12.904 -4.927 -4.683
H66 14.526 -4.259 -5.025
H67 11.509 -0.951 -0.638
H68 10.821 -0.694 -2.346
H69 12.341 -0.002 -1.908


Computed calculated total energy, in the same sequence as the records: -3448.490439, -4051.377988, -1481.984049, -26640.720805 a.u..